Run one
Molecular formula: C4H12N2O
Method: DFT, wB97M-V/def2-TZVPD

The geometry in XYZ format:
```
19
Properties=species:S:1:pos:R:3:lowdin_spin:R:1
C 1.58 1.84 -1.46 0.002
H -2.17 -3.12 1.57 0.016
O 1.86 2.66 -0.34 0.003
H -0.08 -2.34 0.72 0.030
C -0.78 -1.60 1.15 0.128
N -2.03 -2.11 1.58 0.685
H -0.39 1.58 -1.18 0.000
H 1.77 2.28 0.55 0.000
H -0.18 -1.34 2.04 0.063
C 0.56 0.00 -0.24 0.008
H 1.38 2.59 -2.24 0.000
H -2.88 -1.63 1.29 0.016
N 0.42 0.98 -1.34 0.023
C -0.85 -0.46 0.13 0.020
H 1.10 -0.83 -0.69 0.002
H 2.48 1.36 -1.86 0.000
H -1.47 0.37 0.49 0.001
H -1.38 -0.61 -0.82 0.000
H 1.03 0.40 0.66 0.002
```

Values from the calculation:
- 2S+1: 2
- Net charge: +1
- HOMO-LUMO gap (alpha / beta): 9.4 / 3.9 eV
- Expectation value of S²: 0.755

---

Run two
Molecular formula: C4H12N2O
Method: DFT, wB97M-V/def2-TZVPD

The geometry in XYZ format:
```
19
Properties=species:S:1:pos:R:3:lowdin_spin:R:1
H 0.39 1.87 0.65 0.065
C 1.20 -0.61 1.77 0.030
C 0.43 0.89 0.02 0.093
H 0.27 -0.01 -2.62 0.002
N -0.66 -1.52 -1.34 0.042
H -1.20 -2.17 -1.89 0.004
O 1.02 -0.13 3.20 0.125
H 2.12 0.09 1.43 0.004
H 1.36 0.78 -0.53 0.016
H -0.78 2.04 -1.51 -0.001
H -1.16 -1.57 -0.39 0.000
C -0.74 0.94 -0.91 0.013
H -0.69 -0.54 1.28 0.006
N 0.18 -0.10 0.98 0.573
H -1.44 0.18 -2.77 0.007
H 1.42 -1.65 1.77 0.016
H -1.77 0.79 -0.35 0.000
C -0.63 -0.13 -1.99 0.009
H 0.65 0.85 3.20 -0.002
```

Values from the calculation:
- 2S+1: 2
- Net charge: +1
- HOMO-LUMO gap (alpha / beta): 10.7 / 5.8 eV
- Expectation value of S²: 0.756

---

Run three
Molecular formula: C4H12N2O
Method: DFT, wB97M-V/def2-TZVPD

The geometry in XYZ format:
```
19
Properties=species:S:1:pos:R:3:lowdin_spin:R:1
H 0.36 1.40 -0.82 0.002
H 1.70 -0.03 1.57 0.014
C 0.73 0.27 1.17 0.049
H 1.95 0.95 -0.37 0.010
N -1.66 0.15 1.36 0.660
C 1.89 -1.28 -1.33 0.004
C 0.91 0.62 -0.31 0.012
N 0.85 -0.67 -1.01 0.051
H 2.90 -0.97 -1.15 0.002
C -0.45 -0.66 1.49 0.102
H -0.44 -1.51 0.78 0.037
H -1.45 0.34 -1.03 0.000
H 0.52 1.20 1.72 -0.001
O -1.75 1.20 -1.36 0.014
H 1.72 -2.19 -1.91 0.001
H -1.72 1.02 -2.31 0.000
H -1.56 1.07 0.93 0.017
H -2.15 0.31 2.24 0.017
H -0.56 -0.96 2.53 0.009
```

Values from the calculation:
- 2S+1: 2
- Net charge: +1
- HOMO-LUMO gap (alpha / beta): 10.8 / 5.1 eV
- Expectation value of S²: 0.755

---

Relative calculated energies, zero for the most stable structure, unit hartree: run one 0.0000; run two 0.0329; run three 0.0100.

---

Run one
Molecular formula: C10H13NO2
Method: DFT, wB97M-V/def2-TZVPD

The geometry in XYZ format:
```
26
Properties=species:S:1:pos:R:3:mulliken_charge:R:1
C -0.32 -0.37 -3.57 -0.064
O 1.07 -0.31 -3.03 -0.477
C -0.50 -0.16 -1.34 0.561
H -1.96 -0.17 0.38 0.566
C 0.07 -0.62 0.90 0.743
H -1.23 1.45 1.06 0.280
C 1.49 -0.82 0.61 -0.570
O -1.10 0.22 -2.56 -0.452
C 0.51 1.58 3.23 -1.183
H -1.35 0.50 3.79 0.303
H 1.43 1.06 3.84 0.222
N -1.65 1.32 1.94 -0.660
H -0.32 0.08 -4.58 0.245
C -0.66 0.67 2.93 0.290
H 0.96 1.89 2.20 0.251
H 0.60 -1.22 2.86 0.393
H 0.32 2.43 3.88 0.378
C -0.27 -0.66 2.37 -1.109
H 2.84 -0.69 -1.13 0.350
H -1.15 -1.42 2.44 0.281
H 2.24 -0.89 1.49 0.190
H -2.09 2.35 2.08 0.256
C 1.81 -0.70 -0.70 -0.586
H -0.60 -1.49 -3.72 0.231
C 0.78 -0.52 -1.66 0.462
C -0.91 -0.46 -0.02 -0.900
```

Values from the calculation:
- HOMO-LUMO gap: 9.2 eV
- Structure (SMILES): C[C@@H](N)Cc1ccc2c(c1)OCO2

---

Run two
Molecular formula: C10H13NO2
Method: DFT, wB97M-V/def2-TZVPD

The geometry in XYZ format:
```
26
Properties=species:S:1:pos:R:3:mulliken_charge:R:1
H 0.64 -0.94 4.30 0.287
H -2.78 1.99 -4.12 0.326
C 0.38 1.23 -1.54 -0.064
H 3.15 -1.73 3.48 0.282
C -2.82 0.97 -3.64 -1.089
C 2.36 -1.42 2.73 -0.390
H -1.26 -1.04 0.15 0.376
H 1.99 0.73 3.40 0.352
C -1.67 0.75 -2.69 0.770
C -1.78 -0.28 -1.61 -0.863
H 2.36 -1.89 1.86 0.357
C 1.67 0.63 1.41 0.612
N 2.30 0.10 2.41 -0.384
H -2.75 0.09 -4.45 0.248
C 1.02 -1.62 3.43 -0.774
C 0.32 0.24 -0.53 0.200
C -0.52 1.43 -2.63 -0.623
H 1.10 -2.68 3.78 0.319
O 1.17 -0.28 0.50 -0.325
H 1.39 1.80 -1.58 0.205
H -3.86 0.67 -3.02 0.262
C -0.92 -0.39 -0.59 -0.037
O 1.18 1.72 1.33 -0.597
H 0.23 -1.50 2.58 0.107
H -0.16 2.26 -3.34 0.229
H -2.74 -0.85 -1.63 0.213
```

Values from the calculation:
- HOMO-LUMO gap: 9.3 eV
- Structure (SMILES): CCNC(=O)Oc1ccc(C)cc1

---

Relative calculated energies, zero for the most stable structure, unit hartree: run one 0.0000; run two 0.0053.

---

Run one
Molecular formula: C18H52N6O8
Method: DFT, wB97M-V/def2-TZVPD

The geometry in XYZ format:
```
84
Properties=species:S:1:pos:R:3:mulliken_charge:R:1
H 9.97 -0.10 19.05 0.324
H 14.13 -2.03 25.66 0.390
H 18.19 -3.86 13.93 0.123
H 9.16 1.40 18.21 0.354
O 18.69 -0.92 18.11 -0.502
H 18.47 -0.28 19.78 0.175
H 14.82 -0.48 25.46 0.312
H 10.23 0.35 17.43 0.221
C 18.52 -8.33 21.72 0.683
H 7.62 -5.38 16.09 0.307
H 14.66 -2.22 12.61 0.226
H 20.24 -1.80 20.85 0.377
C 13.28 -1.59 13.67 0.716
O 17.18 -8.07 21.60 -0.548
H 16.94 -7.80 20.71 0.285
H 19.48 -10.12 22.53 0.321
N 14.44 -1.36 13.10 -0.480
H 21.48 -0.02 18.64 0.284
H 7.35 -2.34 15.27 0.161
C 19.33 -2.85 12.78 0.699
H 5.33 -2.90 14.03 0.349
C 14.85 -1.49 25.05 -1.295
H 12.70 -4.81 17.97 0.164
H 20.09 -8.75 20.08 0.343
H 18.73 -7.84 19.61 0.421
C 20.52 0.43 18.90 -1.256
H 10.72 3.50 19.71 0.386
C 19.36 -0.60 19.25 0.507
H 16.65 -0.99 23.11 0.361
C 18.62 -9.51 22.82 -1.155
H 18.38 -4.40 12.34 0.140
C 14.67 -4.90 18.17 0.694
H 15.81 -2.00 25.13 0.337
H 12.48 -0.98 15.46 0.154
H 8.61 -4.02 16.63 0.293
C 5.71 -3.54 14.82 -1.428
C 7.63 -4.31 16.27 -1.091
H 17.78 -10.20 22.76 0.315
H 15.71 -3.26 17.75 0.187
H 13.32 -6.28 18.67 0.229
O 13.39 -0.70 23.31 -0.538
H 18.99 -7.43 22.11 0.157
H 6.92 -4.15 17.08 0.328
C 15.65 -0.71 22.75 -1.204
H 18.44 -9.39 19.82 0.392
C 10.03 0.78 18.41 -1.171
N 18.87 -3.12 13.97 -0.309
C 11.16 2.54 19.97 -1.323
H 15.11 -0.83 13.63 0.204
H 18.76 -9.03 23.79 0.286
N 14.78 -3.64 17.81 -0.331
H 20.22 1.23 18.23 0.428
N 13.46 -5.32 18.39 -0.399
N 18.83 -3.61 11.89 -0.353
O 15.59 -5.67 18.35 -0.697
H 14.39 -2.46 23.17 0.250
C 11.28 1.59 18.81 0.487
H 10.72 2.14 20.88 0.320
H 19.09 -2.61 14.82 0.158
H 20.64 -2.50 19.33 0.350
H 15.55 0.37 22.83 0.345
C 14.57 -1.45 23.54 0.479
H 13.86 -0.15 14.81 0.151
H 20.68 1.05 19.78 0.371
H 12.32 0.32 19.94 0.280
O 12.39 0.71 19.07 -0.492
H 14.02 -2.97 17.84 0.149
H 18.76 -3.50 10.89 0.203
H 8.91 -3.35 14.29 0.302
O 12.60 -2.53 13.33 -0.641
H 18.94 -2.54 19.98 0.303
C 7.18 -3.41 15.17 0.640
H 5.49 -4.53 14.41 0.341
H 5.03 -3.35 15.65 0.356
C 19.03 -8.62 20.31 -1.498
C 19.84 -1.95 19.84 -1.292
H 18.61 -0.12 17.59 0.256
H 12.70 -1.26 23.68 0.298
H 11.60 2.15 17.94 0.250
O 8.06 -3.76 14.12 -0.561
H 12.21 2.83 20.06 0.363
O 20.13 -2.00 12.47 -0.655
H 15.47 -1.00 21.71 0.265
N 13.09 -0.79 14.68 -0.331
```

Values from the calculation:
- HOMO-LUMO gap: 9.4 eV
- Structure (SMILES): NC(N)=O.NC(N)=O.NC(N)=O.CC(C)O.CC(C)O.CC(C)O.CC(C)O.CC(C)O

---

Run two
Molecular formula: C18H52N6O8
Method: DFT, wB97M-V/def2-TZVPD

The geometry in XYZ format:
```
84
Properties=species:S:1:pos:R:3:mulliken_charge:R:1
H -2.45 -4.40 3.02 0.355
H 1.24 0.66 0.88 -0.839
C -0.04 0.16 2.48 0.060
C 1.09 -0.09 -1.68 -0.040
C -1.50 5.65 0.84 -1.474
H 4.48 1.33 2.25 0.482
H 1.18 -1.74 1.82 -0.182
H 5.30 3.41 0.56 0.380
H -4.75 -0.30 1.47 0.167
H -0.04 -3.68 -3.73 0.363
O 3.31 0.98 0.97 -0.098
N 0.95 -0.02 3.26 -0.023
C -3.10 -1.86 -3.12 -1.395
H -1.74 -3.67 -4.43 0.374
H 1.25 -2.87 0.32 0.120
H -1.73 -4.85 -0.49 0.155
H -2.28 5.68 0.06 0.326
H -1.07 -1.38 -3.45 0.064
H -5.20 -0.23 -0.76 0.220
C -2.35 -3.33 2.62 -1.213
H 1.85 -0.15 -0.84 -0.176
H 0.45 4.94 1.02 0.424
C -0.32 4.82 0.31 0.269
H 2.06 2.29 -1.15 -0.078
H -1.12 6.64 1.00 0.412
H -3.77 -2.24 -2.36 0.232
N 1.62 -2.49 1.28 0.038
H 1.96 3.13 -2.68 0.540
H -1.49 3.13 -0.08 0.685
O -2.10 0.64 -0.18 -0.402
H -0.47 0.43 0.57 -1.050
H 2.80 -4.23 0.40 0.190
H -3.35 -0.81 -3.00 0.189
C -0.58 3.34 0.39 -0.679
O -1.38 0.15 2.93 -0.887
O 2.79 0.74 -3.11 -0.441
C 4.94 2.37 0.37 -1.230
H 0.96 0.94 -3.61 0.364
C 1.64 0.95 -2.74 0.119
C -2.17 -3.39 1.04 1.980
H 3.94 0.28 0.84 0.128
H 0.55 2.56 -1.96 0.495
N 0.31 0.33 1.24 2.716
H 2.40 2.78 2.67 0.587
H 0.86 -0.23 4.22 0.244
H -1.55 -2.74 3.03 0.221
C -3.36 0.17 0.11 0.019
H 1.08 -1.10 -2.13 0.263
C 1.57 2.31 -2.15 -1.298
H 2.78 0.66 -4.05 0.487
H -3.10 -5.27 0.76 0.333
H 1.90 0.03 2.89 0.023
H -1.73 5.10 1.75 0.298
H 3.40 3.79 1.88 0.620
H 0.17 2.72 -0.05 -0.808
H -1.22 -2.85 0.81 -0.581
C -1.62 -2.17 -2.97 1.043
H -0.64 2.92 1.37 0.502
H -3.28 -2.82 2.83 0.317
H -1.44 -5.43 1.17 0.466
O -0.02 5.13 -0.89 -0.556
H -3.23 -1.99 0.61 0.153
C 2.87 -2.50 1.43 0.638
C 3.95 1.91 1.46 0.114
H 4.42 2.35 -0.63 0.160
C -2.05 -4.83 0.55 -1.571
H 4.37 -3.83 1.27 0.277
C -1.09 -3.49 -3.55 -1.410
H 0.90 5.20 -0.89 0.373
H 5.78 1.61 0.26 0.350
H -3.42 -1.94 -4.12 0.595
O 3.62 -1.61 2.27 -0.744
H -3.09 -0.12 2.00 0.367
H 2.11 3.03 1.06 -0.047
C 2.85 2.90 1.81 -1.462
H 0.14 0.32 -1.40 -0.147
H -1.74 -1.39 -1.29 -0.287
N -3.76 -0.25 1.25 -0.382
H -1.35 -4.41 -2.92 0.202
O -1.31 -2.08 -1.72 -0.016
H -3.95 0.62 -1.76 0.299
O -3.10 -2.85 0.36 -0.564
N -4.21 0.22 -0.87 -0.333
N 3.42 -3.64 0.99 -0.387
```

Values from the calculation:
- HOMO-LUMO gap: 9.4 eV
- Structure (SMILES): NC(N)=O.NC(N)=O.NC(N)=O.CC(C)O.CC(C)O.CC(C)O.CC(C)O.CC(C)O

---

Relative calculated energies, zero for the most stable structure, unit hartree: run one 0.0000; run two 0.1642.